DFT (ωB97M-V/def2-TZVPD) results for a single C8H12 molecule at a distorted geometry.

The geometry in XYZ format:
```
20
Properties=species:S:1:pos:R:3:forces:R:3
C -2.384761 0.492640 1.172063 0.66 -1.52 0.93
C -1.062942 0.404522 0.369564 -1.54 -0.67 -1.11
C -1.286433 -0.729570 -0.715391 0.16 -0.11 1.81
C -0.043967 -1.030604 -1.479021 -0.99 0.20 -1.05
C 1.154928 -0.550700 -1.152678 -0.13 -0.35 0.95
C 1.403296 0.292395 0.032440 0.61 -0.16 0.63
C 2.639206 0.818176 0.295798 -2.74 1.01 0.79
C 0.293613 0.253610 1.067617 -0.45 0.00 -0.03
H -3.208429 0.433409 0.411019 0.49 0.34 1.10
H -2.494299 -0.393512 1.935522 0.15 1.51 -1.50
H -2.353443 1.414001 1.764105 -0.56 -0.10 -0.18
H -1.058194 1.299366 -0.248651 0.31 0.48 0.10
H -1.552102 -1.668457 -0.135627 -0.11 0.79 -0.70
H -2.133655 -0.461810 -1.399833 0.70 -0.26 0.67
H -0.310539 -1.553802 -2.420509 1.03 0.11 0.54
H 2.008676 -0.754748 -1.744468 0.71 -0.15 -0.72
H 2.544587 1.841496 0.891729 1.32 -2.79 -0.60
H 3.410285 0.095934 0.028330 0.89 1.51 -0.52
H 0.391250 -0.818773 1.366823 -0.22 0.61 0.27
H 0.478232 0.864080 2.009212 -0.30 -0.43 -1.38
```
Positions in Å, forces in eV/Å.

**DFT total energy**: -8488.1148 eV
**2S+1**: 1
**Gap between HOMO and LUMO**: 8.94 eV
**SMILES string**: C=C1C=CC[C@@H](C)C1
**Energy relative to the best compared isomer or geometry (same formula, charge and spin)**: 141.6 kJ/mol

---

DFT (ωB97M-V/def2-TZVPD) results for a molecular structure, C51H87N5NaO3PSi.

The geometry in XYZ format:
```
149
Properties=species:S:1:pos:R:3:forces:R:3
Na -0.906881 -1.082710 0.029287 0.29 -0.36 0.42
C -0.132442 3.585975 -0.118085 0.01 0.00 0.03
N 0.672092 2.613160 -0.818432 -0.01 0.00 -0.04
C 1.742137 3.256043 -1.540278 -0.02 0.06 -0.01
C 1.166871 1.594151 0.100405 0.04 0.01 -0.05
C 1.866546 0.441276 -0.620407 0.07 -0.02 -0.04
N 1.622619 -0.834055 0.036219 -0.02 0.04 -0.04
C 2.195082 -0.869278 1.384892 0.10 0.03 0.08
C 1.534111 -1.866041 2.290535 0.04 0.03 -0.04
C 2.168467 -3.042025 2.651466 -0.07 -0.14 -0.06
C 1.577823 -3.966493 3.507123 0.07 0.03 0.00
C 0.332145 -3.611961 4.030818 0.00 -0.02 0.01
C -0.336583 -2.440126 3.726661 0.05 0.03 0.08
C 0.241211 -1.521251 2.785814 0.10 -0.07 0.08
O -0.331485 -0.434651 2.414927 0.02 0.14 -0.03
C -1.653361 -2.075537 4.408280 -0.02 -0.04 0.05
C -1.442700 -0.804703 5.245462 0.02 -0.06 0.02
C -2.162684 -3.168516 5.353481 0.01 0.04 -0.06
C -2.737017 -1.822664 3.359718 -0.08 -0.03 -0.09
C 2.266977 -5.250790 3.962812 0.01 -0.02 0.02
C 1.300503 -6.443167 3.927329 0.08 0.01 -0.03
C 2.767377 -5.071169 5.404928 -0.02 -0.02 -0.03
C 3.464617 -5.604202 3.076981 -0.05 0.00 0.05
C 2.163361 -1.935954 -0.740183 0.03 -0.10 -0.05
C 1.422038 -2.447608 -1.970364 0.06 0.09 0.03
C 1.989008 -3.593783 -2.510673 0.05 0.00 -0.15
C 1.454096 -4.271590 -3.592851 0.09 0.02 -0.01
C 0.295255 -3.723626 -4.150555 0.02 -0.07 -0.02
C -0.309812 -2.581080 -3.671958 0.08 0.00 -0.04
C 0.238017 -1.886721 -2.530588 0.06 -0.01 -0.04
O -0.321326 -0.830801 -2.065688 0.11 0.14 -0.32
C -1.565190 -2.022998 -4.334396 -0.06 0.01 -0.05
C -1.270194 -0.622508 -4.894760 -0.02 -0.05 0.00
C -2.048832 -2.889308 -5.501347 -0.03 0.04 0.04
C -2.702383 -1.944663 -3.310770 -0.09 0.02 -0.07
C 2.038962 -5.558552 -4.164837 0.04 -0.05 -0.01
C 0.998223 -6.684538 -4.082719 0.06 0.00 0.01
C 3.285675 -6.018993 -3.403903 -0.07 0.01 -0.06
C 2.428250 -5.346408 -5.635552 -0.02 -0.01 0.03
H 0.464586 4.196015 0.589068 -0.02 -0.01 0.01
H -0.611764 4.259863 -0.832391 0.01 0.06 -0.03
H -0.916304 3.077865 0.440871 -0.06 -0.03 0.05
H 2.444587 3.784835 -0.864346 0.01 -0.01 0.00
H 2.306720 2.523785 -2.113880 0.03 -0.04 -0.02
H 1.328444 3.989576 -2.236993 0.01 0.01 -0.01
H 1.838467 2.070533 0.841284 0.00 -0.03 0.03
H 0.320673 1.181879 0.650533 -0.04 0.02 0.05
H 1.441037 0.363893 -1.621171 0.00 0.02 -0.01
H 2.959400 0.620910 -0.707837 -0.04 0.02 0.03
H 3.284767 -1.070659 1.325684 -0.05 0.03 0.01
H 2.066094 0.119245 1.826411 -0.02 0.01 0.02
H 3.145738 -3.232077 2.219381 0.05 -0.01 0.01
H -0.132270 -4.296518 4.728076 -0.04 -0.03 0.05
H -0.729819 -0.995827 6.052536 0.01 0.00 0.02
H -1.050676 -0.011329 4.615231 0.03 0.12 -0.07
H -2.390353 -0.483546 5.692254 -0.03 0.04 0.01
H -1.454640 -3.377848 6.159011 0.02 0.00 0.03
H -3.099590 -2.834945 5.808088 -0.03 0.01 0.01
H -2.364428 -4.096980 4.817465 0.00 -0.05 -0.03
H -2.416338 -1.053839 2.660277 -0.01 -0.09 0.03
H -2.933300 -2.718906 2.773449 -0.02 -0.11 -0.03
H -3.662996 -1.505428 3.854539 -0.10 0.00 0.03
H 0.440788 -6.286552 4.576844 -0.05 0.01 0.03
H 0.927956 -6.609999 2.916899 0.00 0.01 -0.05
H 1.810276 -7.351977 4.263788 0.01 -0.02 0.00
H 1.931669 -4.866584 6.075410 -0.03 0.01 0.03
H 3.283576 -5.969267 5.758643 0.03 -0.06 0.03
H 3.454802 -4.226703 5.463899 0.05 0.04 0.00
H 3.162570 -5.698505 2.033848 -0.02 -0.01 -0.07
H 4.247442 -4.849063 3.137578 0.06 0.06 0.01
H 3.895209 -6.556157 3.399783 0.01 -0.03 0.01
H 3.206422 -1.683329 -1.039403 -0.04 -0.04 0.05
H 2.245278 -2.782815 -0.050735 -0.01 0.02 -0.04
H 2.878038 -3.976604 -2.017553 0.03 -0.03 0.00
H -0.151738 -4.234935 -4.995704 0.01 0.01 0.00
H -0.512801 -0.680596 -5.681229 0.02 0.00 -0.03
H -2.179290 -0.187357 -5.325310 -0.04 0.02 -0.01
H -0.902528 0.018045 -4.098831 0.03 0.10 0.10
H -1.306827 -2.953531 -6.300880 0.03 0.00 -0.02
H -2.293436 -3.900925 -5.173278 -0.02 -0.05 0.01
H -2.955481 -2.444247 -5.919741 -0.03 0.02 -0.02
H -2.407514 -1.334184 -2.462485 0.00 0.04 0.03
H -3.597181 -1.521536 -3.782525 -0.08 0.03 -0.03
H -2.941256 -2.931947 -2.916825 -0.03 -0.09 0.01
H 0.709769 -6.859788 -3.045857 0.00 -0.01 0.02
H 0.094684 -6.427929 -4.635466 -0.04 0.01 -0.02
H 1.399549 -7.615582 -4.496990 0.01 -0.03 -0.02
H 3.058228 -6.212749 -2.355812 -0.03 -0.01 0.06
H 3.667656 -6.943924 -3.846216 0.00 -0.01 -0.01
H 4.077652 -5.270444 -3.446646 0.04 0.05 -0.01
H 1.559907 -5.065729 -6.232608 -0.02 0.01 -0.01
H 3.162698 -4.544468 -5.720188 0.04 0.04 0.00
H 2.855926 -6.259228 -6.061649 0.02 -0.05 -0.03
O -2.374724 0.419615 0.080672 -0.15 0.60 0.02
P -3.479229 1.383224 0.167594 -0.20 -0.07 0.03
N -3.452311 2.437047 -1.107332 -0.08 -0.12 0.01
C -2.569824 2.094989 -2.247221 0.08 0.08 0.02
C -2.966907 3.120702 -3.299908 0.05 -0.04 -0.04
C -4.464962 3.293995 -3.062427 -0.03 0.05 0.01
C -4.576480 3.264117 -1.535830 -0.09 0.08 0.03
N -5.015178 0.693364 0.116832 0.16 0.15 0.00
C -5.223990 -0.144635 -1.083678 0.02 0.00 -0.13
C -6.355156 -1.118620 -0.706389 -0.03 -0.03 -0.07
C -6.602598 -0.883952 0.790689 -0.03 0.03 0.05
C -5.331356 -0.186390 1.251833 0.00 0.01 0.15
N -3.422194 2.222575 1.586012 -0.07 -0.06 -0.11
C -2.736464 1.641627 2.750446 0.06 -0.01 0.11
C -2.815086 2.781312 3.755000 0.04 -0.04 0.00
C -4.221977 3.328552 3.512832 -0.03 0.04 0.01
C -4.386298 3.239495 1.988239 -0.03 0.07 -0.02
H -2.759498 1.080082 -2.598043 0.00 -0.11 -0.06
H -1.524522 2.141563 -1.951291 0.08 -0.02 -0.05
H -2.729362 2.776022 -4.306224 0.02 0.01 -0.01
H -2.446336 4.067380 -3.128435 0.01 0.01 0.02
H -5.005344 2.448178 -3.494222 0.00 -0.02 0.01
H -4.873165 4.212468 -3.489966 -0.01 -0.03 0.01
H -5.526253 2.845901 -1.191911 0.00 0.02 0.00
H -4.489243 4.280241 -1.126986 -0.01 -0.03 -0.01
H -4.315667 -0.707920 -1.315192 0.00 -0.03 -0.04
H -5.473767 0.488638 -1.938110 0.00 -0.01 -0.01
H -6.029010 -2.141408 -0.891179 0.01 0.00 0.00
H -7.258292 -0.941137 -1.292961 0.01 -0.01 -0.01
H -6.782043 -1.809916 1.336977 0.00 0.01 0.01
H -7.461101 -0.222130 0.939268 0.03 -0.01 0.01
H -4.533336 -0.918212 1.411514 0.04 -0.09 0.02
H -5.464073 0.398404 2.163970 0.00 0.00 0.02
H -1.732577 1.308199 2.491093 0.01 0.01 0.06
H -3.269276 0.763400 3.134983 0.01 0.13 0.02
H -2.065847 3.540712 3.516775 0.02 0.01 0.00
H -2.654295 2.442816 4.778739 0.00 0.00 -0.01
H -4.370625 4.343876 3.885678 -0.01 -0.02 -0.01
H -4.952132 2.679195 4.003249 0.00 0.01 -0.01
H -4.149256 4.196043 1.509711 -0.01 0.03 -0.01
H -5.407404 2.968330 1.700801 -0.04 0.01 0.01
C 0.580269 -5.669286 -0.192893 -0.14 0.00 0.01
Si -1.287719 -5.875432 -0.090568 0.12 -0.07 0.02
C -1.838289 -6.838995 -1.624189 0.02 0.02 0.10
C -1.678050 -6.974874 1.403088 0.03 0.05 -0.09
C -2.080495 -4.273843 0.025119 0.06 -0.19 -0.05
C -2.322160 -3.061661 0.020884 -0.34 0.01 0.08
H 1.117018 -6.622829 -0.211849 0.02 -0.06 0.02
H 0.925211 -5.081128 0.659732 0.04 0.03 0.11
H 0.830599 -5.104191 -1.093653 -0.06 -0.08 0.05
H -1.289909 -7.780458 -1.725303 0.01 -0.03 0.00
H -1.662174 -6.241393 -2.518478 0.03 0.06 -0.06
H -2.904237 -7.065529 -1.580317 -0.09 -0.02 0.02
H -1.151534 -7.932975 1.351512 0.01 -0.01 0.00
H -2.749326 -7.173594 1.459695 -0.08 -0.02 0.00
H -1.386062 -6.470769 2.325435 0.02 0.04 0.03
```
Positions in Å, forces in eV/Å.

**DFT total energy**: -89480.4747 eV
**2S+1**: 1
**Gap between HOMO and LUMO**: 4.88 eV
**Total charge**: -2

---

DFT (ωB97M-V/def2-TZVPD) results for 2 unconnected molecules or ions with the total composition C9H13N.

The geometry in XYZ format:
```
23
Properties=species:S:1:pos:R:3:forces:R:3
C -0.928712 -0.975768 -1.548785 -0.19 0.21 -0.07
C 0.270099 -1.524509 -1.542208 0.15 -0.20 -0.02
C -1.271864 0.287786 -2.264139 0.11 -0.01 -0.05
C -0.563351 -0.573829 2.161032 0.01 0.08 0.11
C 1.259789 0.483080 0.759744 0.44 -0.58 0.49
C -0.095562 0.571117 1.315536 -0.41 0.05 0.14
C 2.198858 -0.391754 1.144566 -0.28 0.30 -0.11
C -0.859783 1.633954 1.073802 0.14 -0.09 0.04
C 1.588360 1.402625 -0.276428 0.28 0.32 -0.38
N 1.867483 2.134033 -1.115422 0.00 0.14 -0.16
H -1.740869 -1.436276 -1.002921 -0.08 -0.18 0.14
H 1.095135 -1.081514 -2.076999 0.14 0.15 -0.13
H 0.485429 -2.434660 -1.009175 -0.03 -0.21 0.14
H -1.594226 1.046385 -1.549974 -0.04 0.07 -0.04
H -2.092955 0.116638 -2.959265 -0.06 0.06 -0.08
H -0.408485 0.666710 -2.812110 -0.07 0.06 0.00
H 0.028245 -0.637060 3.079491 -0.07 -0.07 -0.04
H -1.610121 -0.437958 2.434775 0.09 -0.04 0.01
H -0.455737 -1.513896 1.618747 0.00 -0.05 0.03
H 3.174854 -0.398992 0.691195 0.13 0.06 -0.11
H 2.019196 -1.114825 1.919073 -0.14 -0.13 0.15
H -0.512542 2.462654 0.480316 0.10 0.13 -0.16
H -1.853241 1.716059 1.479150 -0.20 -0.06 0.12
```
Positions in Å, forces in eV/Å.

**DFT total energy**: -11031.9000 eV
**2S+1**: 1
**Gap between HOMO and LUMO**: 9.49 eV
**SMILES string**: C=C(C)C(=C)C#N.C=CC
**Energy relative to the best compared isomer or geometry (same formula, charge and spin)**: 36.2 kJ/mol